# 1
Below is a molecular structure, C5H9IrMgO4 in a non-equilibrium geometry, with properties calculated with the ωB97M-V functional and the def2-TZVPD basis.

The geometry in XYZ format:
```
20
Properties=species:S:1:pos:R:3:forces:R:3:mulliken_spin:R:1
O 2.42066 -0.76255 0.85526 -3.1 -3.8 2.4 0.22
C 2.08450 -2.00937 0.47348 0.5 -1.7 -2.1 -0.03
C 0.97722 -2.30187 -0.23565 0.9 0.0 -0.3 0.15
O -0.11829 -1.47919 -0.24859 0.4 2.3 0.3 0.10
C -0.26020 -0.33862 -1.12878 -0.8 -1.8 -0.8 0.50
C -1.48965 0.37673 -0.62576 0.0 1.0 0.1 -0.03
O -1.15424 1.00579 0.62768 2.3 -0.6 -0.1 0.00
C -2.13425 1.83928 1.21213 -1.2 0.6 0.6 0.00
Mg 0.82277 0.57395 0.93448 -1.9 -0.1 -0.2 0.01
H 2.92532 -2.70729 0.40534 -0.3 0.1 0.4 0.01
H 0.93360 -3.14951 -0.92058 -0.1 -0.2 0.7 0.01
H -0.40653 -0.67698 -2.16071 0.5 0.2 0.0 0.02
H -2.31835 -0.31548 -0.40242 0.3 0.0 -0.5 0.02
H -1.78588 1.16822 -1.33087 0.0 -0.4 0.1 0.00
H -1.67189 2.35180 2.06271 -0.2 -0.2 -0.2 0.00
H -2.48566 2.58962 0.48904 0.1 -0.3 0.2 0.00
H -2.96241 1.20347 1.55854 0.1 0.4 -0.1 0.00
Ir 3.42096 0.71774 0.53809 5.3 3.0 -0.3 2.55
O 2.01523 1.24220 -0.49695 -2.8 1.8 -2.6 0.59
H 1.18709 0.67205 -1.60645 0.0 -0.5 2.5 -0.13
```
Positions in Å, forces in eV/Å.

Computed properties:
Net charge ... +2
2S+1 ... 5
Kohn-Sham gap (alpha / beta) ... 7.348 / 6.213 eV
Expectation value of S² ... 6.072
Highest occupied orbital energy (alpha / beta) ... -16.66 / -17.22 eV

=====

# 2
Below is 2 unconnected molecules or ions with the total composition C37H29NO5S2 in a non-equilibrium geometry, with properties calculated with the ωB97M-V functional and the def2-TZVPD basis.

The geometry in XYZ format:
```
74
Properties=species:S:1:pos:R:3:forces:R:3:mulliken_charge:R:1
C 4.80874 1.27467 2.72362 -0.4 0.1 -0.1 -0.44
C 4.12604 2.48564 2.90368 -0.1 -0.4 0.0 -0.53
C 2.73518 2.52293 2.85048 -0.1 -0.1 -0.2 -0.49
C 1.98700 1.37087 2.55392 0.3 -0.2 0.1 0.16
C 0.47721 1.53892 2.44788 -0.1 1.0 -0.1 1.27
C -0.36796 0.42995 2.19730 0.6 -0.4 0.8 -0.81
N -1.73754 0.46023 2.46472 -0.3 1.3 -0.1 0.47
C -2.45200 1.61693 2.62871 0.8 -0.7 0.1 -0.50
C -3.84221 1.62163 2.76667 -1.1 -0.8 0.0 0.48
C -4.55472 0.37479 2.73653 0.2 1.0 -0.2 0.81
C -5.96599 0.39305 2.73222 -0.5 0.5 0.0 -0.73
C -6.66947 1.60067 2.77465 0.5 -0.8 0.0 -0.48
C -5.97092 2.82846 2.84157 0.7 -0.1 0.0 -0.54
C -4.58341 2.83591 2.84595 -0.2 -0.1 0.0 -0.60
C -3.76865 -0.79927 2.63969 0.7 -0.3 0.0 -0.88
C -2.40671 -0.74677 2.54221 -0.8 0.1 0.0 -0.34
O 0.04306 2.71133 2.58732 0.1 -0.8 0.1 -0.88
C 2.67304 0.15497 2.40603 0.1 0.3 0.0 0.20
C 4.07189 0.10802 2.48836 -0.1 0.1 0.0 -0.71
H 5.89952 1.25026 2.76269 -0.3 -0.1 0.0 0.39
H 4.66527 3.41531 3.07290 0.0 -0.2 0.1 0.37
H 2.20929 3.46116 3.03346 0.1 -0.3 -0.2 0.40
H 0.04324 -0.57608 2.15384 -0.2 0.3 0.0 -0.19
H -1.86665 2.52298 2.67995 0.1 -0.1 -0.3 0.75
H -6.48912 -0.56708 2.67111 0.1 0.4 0.1 0.36
H -7.76160 1.60181 2.74835 0.4 -0.1 0.0 0.38
H -6.52662 3.76990 2.87184 0.2 -0.4 0.0 0.38
H -4.00386 3.75974 2.87219 -0.3 -0.1 0.0 0.43
H -4.24063 -1.77550 2.61941 0.0 0.1 0.1 0.41
H -1.75221 -1.60968 2.52510 -0.3 0.0 -0.2 0.37
H 2.11304 -0.76378 2.22960 0.2 0.2 -0.1 0.16
H 4.58616 -0.84361 2.34215 -0.2 0.3 0.1 0.37
C -1.17714 -5.18093 -0.08777 0.1 0.2 -0.1 -0.49
C -0.47129 -4.30632 0.74441 0.3 0.0 -0.2 -0.48
C 0.50758 -3.46906 0.20727 -0.3 0.1 -0.1 -0.27
C 0.72514 -3.45891 -1.17283 -0.4 -0.4 0.2 -0.62
S 1.79795 -2.19412 -1.81173 0.8 -0.9 0.1 1.86
C 0.78457 -0.75929 -1.89662 -1.1 0.6 -0.5 -0.29
C -0.56913 -0.80340 -1.97816 1.6 -0.3 -0.5 -0.02
C -1.43717 0.35370 -2.20184 -1.1 1.0 0.1 -0.32
C -1.45887 1.43896 -1.30399 -0.1 -0.4 -0.1 0.34
C -2.28023 2.54410 -1.53501 0.2 -0.2 -0.2 -0.89
C -3.04585 2.62514 -2.70216 0.2 -0.3 0.3 -0.52
C -3.05382 1.54340 -3.58845 0.3 -0.2 0.1 -0.60
C -2.30026 0.39489 -3.31813 0.4 0.1 0.3 -0.41
S 1.70333 0.81113 -2.10563 1.2 0.8 0.4 1.58
C 3.39573 0.39057 -2.60500 0.2 0.2 -0.2 -0.23
C 4.44834 0.58587 -1.70727 -0.2 -0.2 0.1 -0.42
C 5.75139 0.26072 -2.09487 -0.2 0.2 0.0 -0.51
C 6.01284 -0.21665 -3.38114 -0.4 0.0 0.1 -0.51
C 4.96110 -0.34351 -4.29156 -0.1 0.2 0.0 -0.57
C 3.66017 -0.00208 -3.92130 -0.2 -0.1 0.2 -0.23
O 1.13337 1.52311 -3.22688 -0.1 -0.5 0.6 -0.66
O 1.80368 1.42657 -0.79254 -0.4 -0.5 -1.0 -0.46
O 2.79360 -1.91814 -0.79824 -0.4 -0.2 -0.4 -0.57
O 2.18948 -2.57264 -3.15312 -0.3 0.2 0.6 -0.71
C 0.06986 -4.37510 -2.00836 0.0 0.3 0.2 -0.18
C -0.90236 -5.21855 -1.45856 0.2 0.0 0.0 -0.52
H -1.93471 -5.83849 0.33713 0.2 0.2 -0.1 0.38
H -0.66370 -4.26248 1.81699 0.0 -0.2 -0.3 0.43
H 1.10638 -2.81444 0.84089 -0.3 -0.1 -0.2 0.43
H -1.01147 -1.80123 -2.01572 -0.1 0.2 0.2 0.57
H -0.84698 1.37332 -0.40218 -0.1 0.2 -0.2 0.39
H -2.27240 3.34827 -0.80256 -0.1 -0.1 -0.2 0.48
H -3.64664 3.51601 -2.89848 0.2 -0.3 0.0 0.38
H -3.62297 1.60021 -4.51515 0.0 -0.1 0.3 0.37
H -2.30956 -0.47031 -3.98640 -0.1 0.4 0.0 0.43
H 4.23283 0.97969 -0.71289 0.1 -0.2 -0.2 0.42
H 6.55631 0.38974 -1.37253 -0.1 0.0 -0.2 0.40
H 7.02981 -0.47445 -3.67965 -0.3 0.0 0.1 0.37
H 5.13982 -0.70158 -5.30446 0.0 0.1 0.2 0.38
H 2.84572 -0.03551 -4.64485 0.2 -0.2 0.2 0.40
H 0.32204 -4.41384 -3.07001 -0.2 0.1 0.3 0.46
H -1.44488 -5.90267 -2.11473 0.2 0.2 0.3 0.39
```
Positions in Å, forces in eV/Å.

Computed properties:
Kohn-Sham gap ... 6.720 eV
Highest occupied orbital energy ... -7.20 eV

=====

# 3
Below is a molecular structure, C33H32I2N5W in a non-equilibrium geometry, with properties calculated with the ωB97M-V functional and the def2-TZVPD basis.

The geometry in XYZ format:
```
73
Properties=species:S:1:pos:R:3:forces:R:3:mulliken_spin:R:1
W -1.48632 0.28088 -0.83348 1.3 1.1 0.6 1.20
C 3.21720 -1.88273 1.72587 0.0 0.1 0.1 0.00
C 3.98874 -0.59133 1.81758 -0.1 0.0 -0.2 0.00
C 4.99579 -0.44430 2.76999 0.0 0.0 0.0 0.00
C 5.76938 0.70274 2.83223 0.0 0.0 0.0 0.00
C 5.56576 1.73505 1.92492 0.0 0.0 0.0 0.00
C 4.56640 1.62150 0.97650 -0.1 0.1 0.0 0.00
C 3.77503 0.47798 0.94093 0.2 0.0 0.3 0.00
N 2.74174 0.41085 -0.06059 0.0 0.0 -0.1 0.00
C 1.44585 0.45630 0.21093 0.3 -0.1 0.5 0.01
N 1.07450 0.54247 1.48405 0.1 0.1 0.0 -0.02
C -0.19614 0.75340 2.04215 0.0 -0.2 -0.4 0.01
C -1.37096 0.69646 1.25822 -0.3 0.5 -0.4 -0.06
C -2.57356 0.93881 1.96444 -0.1 0.0 0.1 0.07
C -2.60065 1.18001 3.31962 -0.1 0.0 0.0 -0.01
C -1.41389 1.20956 4.04453 0.1 0.0 -0.1 0.00
C -0.19356 0.99018 3.42320 -0.1 0.0 0.1 0.00
C 1.08416 1.02810 4.21800 0.0 0.0 0.0 0.00
N 0.50538 0.41801 -0.78329 -0.4 -0.1 -1.0 -0.10
C 1.08526 0.61197 -2.12064 0.5 0.0 -0.4 0.02
C 1.37151 1.91725 -2.52016 -0.1 -0.1 0.2 0.01
C 1.95577 2.15442 -3.75044 0.0 0.1 0.0 0.00
C 2.28355 1.08455 -4.57078 0.0 0.0 0.0 0.01
C 2.02927 -0.21367 -4.15382 0.0 0.1 -0.1 -0.01
C 1.42601 -0.48106 -2.92971 -0.1 0.0 0.3 -0.03
C 1.14924 -1.90175 -2.52287 0.1 0.1 0.0 0.00
H 3.86885 -2.71969 1.96958 0.0 0.0 0.0 0.00
H 2.82001 -2.04597 0.72235 0.0 0.0 0.0 0.00
H 2.38558 -1.91383 2.43765 0.0 0.0 0.0 0.00
H 5.19305 -1.26085 3.45366 0.0 0.0 0.0 0.00
H 6.55069 0.78588 3.57575 0.0 0.0 0.0 0.00
H 6.18060 2.62390 1.95396 0.0 0.0 0.0 0.00
H 4.39603 2.41588 0.25895 0.0 0.0 0.0 0.00
H 3.02782 0.47200 -1.02936 -0.1 -0.1 -0.1 0.00
H 1.85063 0.61927 2.13736 0.1 0.0 0.0 0.00
H -3.52205 0.92287 1.45025 0.0 0.0 0.0 0.00
H -3.54548 1.34401 3.82059 0.0 0.0 0.0 0.00
H -1.43831 1.40786 5.10825 0.0 0.0 0.0 0.00
H 0.85903 1.19975 5.26730 0.0 0.0 0.0 0.00
H 1.74401 1.83883 3.89440 0.0 0.0 0.0 0.00
H 1.63997 0.08775 4.16016 0.0 0.0 0.0 0.00
H 1.14435 2.74036 -1.85492 0.0 0.0 0.0 0.00
H 2.16330 3.17030 -4.05905 0.0 0.0 0.0 0.00
H 2.74787 1.25797 -5.53225 0.0 0.0 0.0 0.00
H 2.30077 -1.04083 -4.79741 0.0 0.0 0.0 0.00
H 1.40353 -2.57862 -3.33545 0.0 0.0 0.0 0.00
H 0.09380 -2.04654 -2.30278 -0.1 -0.1 0.0 0.00
H 1.73408 -2.19619 -1.64669 0.0 0.0 0.0 0.00
I -2.02218 0.51460 -3.50746 0.2 0.0 0.6 -0.05
C -2.41947 4.11462 -2.46879 0.3 -0.2 0.0 0.86
I -1.65145 3.24927 -0.75340 -0.3 0.0 0.0 0.02
H -2.99281 5.01958 -2.33084 0.0 -0.1 0.1 0.01
H -1.98548 3.82699 -3.41446 0.0 -0.1 0.1 0.04
C -5.90798 0.79551 -1.12171 -0.2 -0.3 -0.1 -0.02
C -6.31841 -0.51476 -1.33163 0.0 0.4 0.0 0.01
C -5.37435 -1.52075 -1.26015 0.3 -0.3 0.0 0.01
C -4.04780 -1.21222 -0.99420 -0.4 0.5 0.0 0.01
N -3.64243 0.07426 -0.80216 -1.0 -0.4 -0.2 -0.11
C -4.57800 1.03904 -0.87134 0.3 0.2 0.0 -0.01
C -3.00585 -2.21553 -0.79227 0.4 -0.2 0.1 0.03
C -3.22196 -3.58404 -0.81450 -0.2 0.2 -0.1 0.00
C -2.24536 -4.44332 -0.34852 0.3 0.1 0.1 0.01
C -1.05911 -3.90631 0.15600 -0.2 -0.3 0.0 0.00
C -0.85777 -2.55788 0.07417 0.3 0.5 -0.2 0.01
N -1.77984 -1.70394 -0.44654 -0.7 -1.3 0.2 0.02
H -6.60838 1.61793 -1.15579 0.0 0.0 0.0 0.00
H -7.35677 -0.74010 -1.53521 0.0 0.0 0.0 0.00
H -5.67391 -2.54848 -1.40620 0.0 0.0 0.0 0.00
H -4.24054 2.05248 -0.71265 0.0 0.0 0.0 0.03
H -4.16364 -3.97412 -1.17245 0.0 0.0 0.1 0.00
H -2.40500 -5.51373 -0.34364 0.0 0.0 0.0 0.00
H -0.30106 -4.54444 0.58742 0.0 0.1 0.0 0.00
H 0.06599 -2.10441 0.40661 0.0 0.0 0.0 0.00
```
Positions in Å, forces in eV/Å.

Computed properties:
Net charge ... +3
2S+1 ... 3
Kohn-Sham gap (alpha / beta) ... 5.145 / 5.561 eV
Expectation value of S² ... 2.046
Highest occupied orbital energy (alpha / beta) ... -16.35 / -16.36 eV

=====

# 4
Below is a molecular structure, C37H38AsIrN6O4SSe, with properties calculated with the ωB97M-V functional and the def2-TZVPD basis.

The geometry in XYZ format:
```
89
Properties=species:S:1:pos:R:3:forces:R:3:mulliken_charge:R:1
Ir 0.77718 1.64693 0.53747 -0.3 0.6 0.0 3.45
N -3.81823 -0.30026 1.05693 -0.1 0.1 0.2 -0.46
C -2.70088 0.53638 1.48246 0.1 0.1 0.1 2.28
C -2.96618 2.03681 1.59306 -0.1 0.0 0.1 -1.77
C -1.73616 2.82681 2.04495 0.1 0.1 -0.1 0.40
N -0.70809 2.99287 0.93797 -0.3 0.0 0.2 -0.93
C -1.09901 2.23882 3.29727 0.0 0.0 0.0 -1.81
C -0.90459 0.73005 3.21635 0.0 0.0 0.0 0.46
N 0.20127 0.39641 2.26522 0.2 -0.1 -0.1 -1.09
C -2.18297 0.02391 2.81349 -0.1 0.0 0.1 -1.64
H -4.21865 0.02445 0.18173 0.0 0.0 0.0 0.17
H -4.56183 -0.30641 1.74906 0.0 0.1 0.0 0.29
H -3.12746 -1.89008 0.96258 -0.3 0.4 -0.2 0.52
H -1.91456 0.37338 0.75162 -0.1 0.0 0.0 -1.58
H -3.73469 2.21438 2.35341 0.0 0.0 0.0 0.50
H -3.36259 2.44517 0.65928 0.0 0.0 0.0 0.32
H -2.05350 3.85156 2.25411 0.0 0.0 0.1 0.46
H -0.22066 3.87192 1.11018 0.0 0.0 0.0 0.53
H -1.21773 3.17463 0.07251 0.0 -0.1 0.0 0.22
H -1.75914 2.45806 4.13867 0.0 0.0 0.0 0.62
H -0.15399 2.73746 3.52590 0.0 0.0 0.0 0.41
H -0.61547 0.36011 4.20263 0.1 0.1 0.0 0.56
H 0.11516 -0.58036 1.98580 -0.1 0.0 -0.1 -0.43
H 1.06350 0.47681 2.79894 0.0 -0.2 0.0 0.59
H -2.92916 0.18815 3.59890 0.0 0.0 0.0 0.69
H -2.01578 -1.05226 2.76756 0.0 0.0 0.0 0.16
S 1.90413 3.00409 -0.88340 0.1 -0.2 0.1 -0.47
C 0.99407 3.18545 -2.38018 -0.1 0.0 -0.1 0.85
C 1.36964 4.18534 -3.27447 0.0 0.0 0.0 -0.78
C 0.67407 4.34009 -4.46156 0.0 0.0 0.0 -0.71
C -0.39708 3.50731 -4.76800 0.0 0.0 0.0 -0.86
C -0.76831 2.50906 -3.88263 0.0 0.0 0.0 -0.48
C -0.07551 2.35074 -2.68429 0.0 -0.1 -0.1 0.13
As -0.34878 0.87062 -1.47985 0.2 0.0 0.0 0.56
C 0.69218 -0.55109 -2.23474 0.0 0.0 0.0 0.21
C 0.43564 -1.00291 -3.52528 0.0 0.0 0.0 -0.18
C 1.24044 -1.98755 -4.07815 0.0 0.0 0.0 -0.95
C 2.30299 -2.50999 -3.35124 -0.1 0.0 0.0 -0.87
C 2.56403 -2.05468 -2.06646 0.1 0.1 -0.2 -0.93
C 1.75395 -1.07676 -1.51015 0.0 0.0 -0.1 0.75
C -2.19800 0.42491 -1.79284 0.0 0.0 0.0 0.77
C -2.59312 -0.89220 -1.99892 0.0 0.0 0.0 -0.82
C -3.91904 -1.17787 -2.29510 0.0 0.0 0.0 -0.78
C -4.85308 -0.15433 -2.38059 0.0 0.0 0.0 -0.83
C -4.46124 1.16383 -2.17655 0.0 0.0 0.0 -0.99
C -3.13440 1.45311 -1.88982 0.0 0.0 0.0 -0.45
H 2.20228 4.83622 -3.03998 0.0 0.0 0.0 0.48
H 0.96847 5.11724 -5.15388 0.0 0.0 0.0 0.41
H -0.93516 3.63403 -5.69725 0.0 0.0 0.0 0.44
H -1.59295 1.85189 -4.12863 0.0 0.0 0.0 0.40
H -0.38148 -0.58890 -4.10451 0.0 0.0 0.0 0.42
H 1.04265 -2.34247 -5.08054 0.0 0.0 0.0 0.45
H 2.93211 -3.27276 -3.79012 0.0 0.0 0.0 0.46
H 3.39422 -2.45537 -1.49905 -0.1 0.1 -0.3 0.75
H 1.95121 -0.73956 -0.49703 0.0 0.0 0.0 -0.54
H -1.86779 -1.69309 -1.94188 0.0 0.0 0.0 0.36
H -4.22056 -2.20269 -2.46650 0.0 0.0 0.0 0.51
H -5.88355 -0.38103 -2.61968 0.0 0.0 0.0 0.42
H -5.18231 1.96605 -2.26324 0.0 0.0 0.0 0.48
H -2.83295 2.49057 -1.78943 0.0 0.0 0.0 0.58
O -2.66699 -2.77929 0.93662 0.6 -0.4 0.0 -0.58
C -1.38522 -2.60515 0.68247 -0.4 -0.3 0.1 -0.31
O -0.89906 -1.51086 0.43279 0.1 0.1 0.1 1.33
C -0.53467 -3.82003 0.73907 0.1 0.0 -0.1 -0.19
C -1.02045 -5.11348 0.90287 0.0 0.0 0.1 -0.82
C -0.13350 -6.18264 0.92427 0.0 0.0 0.0 -0.76
C 1.23191 -5.97373 0.77983 0.0 0.0 0.0 -0.67
C 1.68414 -4.67503 0.61837 0.0 0.0 0.2 -0.48
C 0.82700 -3.60117 0.59289 0.0 0.0 0.0 0.94
N 3.12260 -4.40507 0.43957 -0.2 0.0 -0.8 1.07
O 3.85621 -5.34593 0.27136 0.1 0.0 0.3 -0.58
O 3.46083 -3.23086 0.34610 0.1 -0.2 0.8 -0.61
H -2.08312 -5.28004 1.01586 0.0 0.0 0.0 0.59
H -0.50682 -7.18883 1.05231 0.0 0.0 0.0 0.45
H 1.93523 -6.79418 0.78804 0.0 0.0 0.0 0.54
H 1.20980 -2.60556 0.43904 -0.1 -0.1 0.0 0.15
Se 2.40145 4.03218 2.60902 0.1 0.0 -0.1 0.32
N 2.22009 2.35922 1.94973 0.2 0.1 0.0 -0.37
C 3.34256 1.69483 2.21573 -0.1 0.0 0.2 1.25
C 3.60413 0.33237 1.89459 0.0 -0.1 0.0 0.73
C 4.79390 -0.20036 2.26977 0.0 0.0 0.0 -0.95
C 5.79156 0.56782 2.96397 0.0 -0.1 0.0 -0.66
C 5.58221 1.85946 3.29935 0.0 0.0 0.0 -0.77
C 4.33350 2.46346 2.94003 0.0 -0.1 0.0 0.36
N 4.00245 3.70263 3.23500 0.0 0.0 0.0 -0.71
H 2.86729 -0.27854 1.38536 0.0 0.0 -0.1 -0.40
H 4.99483 -1.24076 2.04848 0.0 0.0 0.0 0.53
H 6.72257 0.08396 3.22482 0.0 0.0 0.0 0.42
H 6.31302 2.45260 3.83064 0.0 0.0 0.0 0.48
```
Positions in Å, forces in eV/Å.

Computed properties:
Net charge ... +2
Kohn-Sham gap ... 6.484 eV
Highest occupied orbital energy ... -13.17 eV